1.
Density functional theory data (ωB97M-V/def2-TZVPD) for 12 unconnected molecules or ions with the total composition C33H60Br2Cl22F3O4PS at a distorted geometry.

- SMILES string = CCOCC[C@H]1OC(=O)O[C@@]1(CC[C@@](F)(Br)C(F)(F)Br)[PH2]=S.ClCCCl.ClCCCl.ClCCCl.ClCCCl.ClCCCl.ClCCCl.ClCCCl.ClCCCl.ClCCCl.ClCCCl.ClCCCl
- M (g/mol) = 1580.6
- energy (Ha) = -17905.64200
- HOMO energy (hartree) = -0.29774
- total charge = 0

Structure (XYZ):
```
126
C33H60Br2Cl22F3O4PS | the OMol25 dataset | ωB97M-V/def2-TZVPD
C -2.315 10.751 1.048
C -2.513 9.291 1.699
O -2.330 8.311 0.646
C -2.562 7.002 1.230
C -1.192 6.112 1.312
C -1.090 5.312 -0.077
O -1.259 6.056 -1.330
C -0.640 5.197 -2.318
O -0.716 5.466 -3.545
O 0.036 4.069 -1.704
C 0.039 4.163 -0.257
C -0.527 2.955 0.635
C 0.499 1.762 0.930
C 1.572 2.001 2.090
F 2.870 2.330 1.516
Br 1.023 3.219 3.546
C 1.812 0.536 2.792
F 2.411 -0.400 1.901
F 0.628 0.041 3.414
Br 3.165 0.862 4.254
P 1.705 4.975 0.136
S 1.841 6.845 -0.472
H -3.339 11.282 1.085
H -2.020 10.666 -0.064
H -1.561 11.374 1.641
H -1.753 9.159 2.550
H -3.577 9.196 2.151
H -3.358 6.411 0.654
H -2.929 7.099 2.312
H -0.262 6.767 1.482
H -1.317 5.428 2.230
H -2.077 4.698 -0.068
H -1.056 3.380 1.572
H -1.392 2.486 0.011
H 1.099 1.590 -0.047
H -0.134 0.820 1.156
H 2.714 4.184 -0.552
H 2.077 4.966 1.517
Cl -0.361 -1.171 -1.561
C -0.826 -0.307 -3.050
C -0.907 1.191 -2.836
Cl -2.272 1.646 -1.785
H -1.776 -0.716 -3.397
H -0.064 -0.534 -3.798
H -1.063 1.695 -3.792
H 0.010 1.584 -2.391
Cl 5.823 9.462 -1.512
C 6.277 7.968 -2.374
C 5.148 6.957 -2.400
Cl 4.812 6.281 -0.788
H 7.173 7.561 -1.895
H 6.538 8.259 -3.393
H 5.418 6.118 -3.045
H 4.223 7.395 -2.783
Cl -1.759 -5.375 4.203
C -1.516 -3.839 3.330
C -1.249 -2.682 4.273
Cl -2.685 -2.253 5.236
H -2.397 -3.659 2.711
H -0.659 -3.984 2.669
H -0.977 -1.793 3.699
H -0.432 -2.905 4.961
Cl -2.398 -4.154 -4.328
C -1.421 -5.277 -3.348
C 0.035 -4.863 -3.284
Cl 0.856 -5.046 -4.855
H -1.537 -6.279 -3.766
H -1.851 -5.276 -2.344
H 0.569 -5.497 -2.573
H 0.144 -3.825 -2.964
Cl -4.979 -6.917 0.262
C -4.648 -6.655 1.993
C -5.663 -5.730 2.637
Cl -5.516 -4.054 2.048
H -3.631 -6.266 2.088
H -4.683 -7.635 2.473
H -5.504 -5.700 3.717
H -6.686 -6.065 2.453
Cl -2.018 -9.371 0.547
C -2.826 -10.187 -0.815
C -1.874 -10.451 -1.964
Cl -1.367 -8.945 -2.768
H -3.671 -9.571 -1.127
H -3.217 -11.132 -0.432
H -2.367 -11.064 -2.722
H -0.978 -10.978 -1.632
Cl 6.813 -5.570 -4.457
C 5.083 -5.668 -4.874
C 4.348 -6.688 -4.027
Cl 4.842 -8.358 -4.403
H 5.005 -5.899 -5.938
H 4.661 -4.675 -4.708
H 3.275 -6.625 -4.220
H 4.512 -6.518 -2.961
Cl 9.172 7.007 -2.122
C 10.547 8.104 -2.410
C 10.112 9.408 -3.049
Cl 9.552 9.182 -4.725
H 11.277 7.577 -3.027
H 11.003 8.301 -1.438
H 10.956 10.100 -3.088
H 9.308 9.884 -2.484
Cl -6.275 0.806 3.929
C -6.967 -0.682 4.625
C -8.157 -1.185 3.830
Cl -9.567 -0.105 3.972
H -7.233 -0.477 5.664
H -6.173 -1.433 4.619
H -8.468 -2.161 4.208
H -7.917 -1.291 2.771
Cl 8.115 -11.561 -7.456
C 7.581 -10.989 -5.855
C 8.488 -11.475 -4.742
Cl 8.358 -13.234 -4.488
H 6.550 -11.315 -5.706
H 7.591 -9.897 -5.891
H 8.205 -10.999 -3.801
H 9.534 -11.238 -4.943
Cl -6.616 2.575 7.787
C -8.349 2.491 7.382
C -9.091 1.494 8.249
Cl -8.619 -0.186 7.895
H -8.437 2.245 6.321
H -8.758 3.492 7.534
H -10.164 1.566 8.061
H -8.919 1.678 9.311
```

2.
Density functional theory data (ωB97M-V/def2-TZVPD) for 9 unconnected molecules or ions with the total composition C33H60F9NO11 at a distorted geometry.

- SMILES string = CCOC(=O)C(F)(F)F.CCOC(=O)C(F)(F)F.CCOC(=O)C(F)(F)F.CCN(CC)CC.CC(C)=O.CC(C)=O.CC(C)=O.CC(C)=O.CC(C)=O
- M (g/mol) = 817.8
- energy (Ha) = -3074.63743
- HOMO energy (hartree) = -0.31315
- total charge = 0

Structure (XYZ):
```
114
C33H60F9NO11 | the OMol25 dataset | ωB97M-V/def2-TZVPD
C 0.074 -6.202 0.297
C 0.158 -6.310 -1.195
O -0.685 -5.331 -1.788
C -0.112 -4.213 -2.109
O 0.993 -3.891 -1.845
C -1.036 -3.315 -2.946
F -1.171 -2.134 -2.334
F -0.462 -3.097 -4.122
F -2.227 -3.843 -3.136
H 0.795 -6.839 0.810
H -0.926 -6.440 0.666
H 0.260 -5.178 0.633
H -0.201 -7.278 -1.525
H 1.182 -6.160 -1.525
C 0.205 4.406 0.907
C 0.728 4.315 2.329
O 2.054 4.881 2.440
C 3.006 4.158 1.967
O 2.912 3.060 1.545
C 4.351 4.900 2.037
F 5.322 4.033 2.189
F 4.552 5.550 0.879
F 4.411 5.780 3.040
H -0.755 3.901 0.796
H 0.914 3.871 0.276
H 0.105 5.424 0.550
H 0.765 3.270 2.640
H 0.099 4.857 3.028
C -3.114 1.012 3.077
C -4.139 -0.023 2.738
O -3.584 -1.050 1.886
C -2.947 -2.025 2.475
O -2.854 -2.213 3.645
C -2.238 -2.954 1.469
F -2.125 -2.424 0.256
F -1.012 -3.236 1.909
F -2.900 -4.096 1.370
H -3.672 1.936 3.250
H -2.481 1.171 2.211
H -2.563 0.755 3.976
H -4.944 0.402 2.147
H -4.565 -0.500 3.619
C -5.093 -1.543 -2.179
C -4.123 -0.398 -2.463
N -4.671 0.916 -2.224
C -4.763 1.142 -0.789
C -5.581 2.341 -0.399
C -3.886 1.934 -2.900
C -4.147 1.969 -4.397
H -4.657 -2.491 -2.486
H -6.016 -1.375 -2.738
H -5.355 -1.598 -1.122
H -3.203 -0.572 -1.871
H -3.845 -0.492 -3.517
H -5.258 0.258 -0.383
H -3.765 1.189 -0.305
H -5.203 3.261 -0.833
H -6.588 2.204 -0.807
H -5.693 2.395 0.682
H -2.816 1.780 -2.687
H -4.167 2.900 -2.489
H -4.007 2.970 -4.802
H -5.138 1.597 -4.651
H -3.447 1.310 -4.924
C 3.483 6.534 -2.301
C 2.400 5.513 -1.979
C 2.753 4.044 -2.194
O 1.336 5.878 -1.517
H 4.324 6.466 -1.611
H 3.015 7.514 -2.185
H 3.845 6.406 -3.320
H 1.845 3.468 -2.363
H 3.331 3.682 -1.346
H 3.337 3.948 -3.110
C 3.668 -1.434 -3.161
C 4.055 -0.181 -2.437
C 5.254 -0.241 -1.528
O 3.526 0.880 -2.632
H 2.746 -1.219 -3.711
H 3.481 -2.290 -2.518
H 4.424 -1.674 -3.911
H 5.366 0.735 -1.057
H 6.166 -0.503 -2.064
H 5.118 -0.978 -0.730
C 3.665 -3.248 2.750
C 4.139 -3.244 1.315
C 3.282 -3.960 0.305
O 5.218 -2.783 1.008
H 2.664 -2.845 2.872
H 4.372 -2.651 3.324
H 3.695 -4.268 3.139
H 3.658 -3.716 -0.688
H 2.241 -3.630 0.346
H 3.238 -5.042 0.438
C 0.716 -0.507 3.628
C 0.764 -1.304 4.905
C -0.366 -1.145 5.893
O 1.611 -2.149 5.042
H 1.555 -0.804 3.011
H 0.651 0.559 3.868
H -0.201 -0.698 3.060
H -1.295 -1.330 5.348
H -0.380 -0.142 6.323
H -0.267 -1.885 6.681
C 1.498 -0.730 -0.012
C 0.215 -0.007 -0.301
C 0.076 0.632 -1.643
O -0.651 0.040 0.525
H 2.211 0.005 0.377
H 1.924 -1.229 -0.885
H 1.357 -1.510 0.737
H 0.844 1.401 -1.769
H -0.900 1.100 -1.729
H 0.244 -0.085 -2.446
```

3.
Density functional theory data (ωB97M-V/def2-TZVPD) for 4 unconnected molecules or ions with the total composition C33H61BrFN2O15P3 at a distorted geometry.

- SMILES string = CC[C@@H](Br)N1C(=O)c2ccc(CCN)c(CC(=O)F)c2C1=O.CCOP(=O)(OCC)OCC.CCOP(=O)(OCC)OCC.CCOP(=O)(OCC)OCC
- M (g/mol) = 917.7
- energy (Ha) = -6230.25775
- HOMO energy (hartree) = -0.34994
- total charge = 0

Structure (XYZ):
```
116
C33H61BrFN2O15P3 | the OMol25 dataset | ωB97M-V/def2-TZVPD
C 5.638 0.252 0.713
C 6.263 1.584 0.280
C 6.378 2.582 1.439
Br 8.121 3.500 1.302
N 5.317 3.553 1.486
C 4.919 4.271 0.327
O 5.532 5.091 -0.282
C 3.500 3.805 0.106
C 2.713 3.894 -1.012
C 1.424 3.397 -0.912
C 0.939 2.855 0.280
C -0.487 2.335 0.281
C -0.452 0.802 0.071
N 0.089 0.385 -1.212
C 1.739 2.792 1.431
C 1.224 2.249 2.755
C 1.938 1.053 3.333
O 1.394 0.314 4.091
F 3.219 0.823 3.008
C 3.037 3.264 1.302
C 4.173 3.342 2.296
O 4.151 3.273 3.489
H 4.733 0.463 1.286
H 5.315 -0.319 -0.156
H 6.332 -0.356 1.287
H 5.741 1.974 -0.595
H 7.272 1.352 -0.057
H 6.399 2.028 2.373
H 3.094 4.345 -1.918
H 0.747 3.438 -1.754
H -1.074 2.829 -0.492
H -0.928 2.587 1.246
H 0.241 0.417 0.825
H -1.421 0.345 0.270
H -0.328 0.897 -1.977
H 1.093 0.487 -1.235
H 1.160 3.076 3.461
H 0.209 1.900 2.601
C -7.119 -2.634 1.095
C -5.619 -2.615 1.324
O -4.888 -3.145 0.217
P -4.922 -2.295 -1.192
O -4.096 -1.116 -0.821
O -3.908 -3.114 -2.152
C -2.661 -2.569 -2.587
C -1.552 -2.856 -1.598
O -6.233 -3.052 -1.722
C -6.240 -4.292 -2.452
C -5.672 -5.474 -1.701
H -7.399 -1.975 0.269
H -7.649 -2.296 1.987
H -7.463 -3.636 0.842
H -5.276 -1.595 1.526
H -5.365 -3.226 2.189
H -2.754 -1.502 -2.779
H -2.431 -3.039 -3.544
H -1.844 -2.624 -0.574
H -0.661 -2.280 -1.846
H -1.300 -3.919 -1.617
H -5.754 -4.158 -3.416
H -7.291 -4.490 -2.666
H -4.642 -5.322 -1.387
H -5.704 -6.354 -2.344
H -6.255 -5.677 -0.802
C -7.526 1.629 0.099
C -7.762 1.268 1.557
O -8.865 1.980 2.130
P -10.361 1.657 1.590
O -10.693 0.290 2.034
O -11.278 2.573 2.568
C -12.167 2.011 3.531
C -11.469 1.755 4.852
O -10.423 2.679 0.372
C -10.822 4.059 0.454
C -9.942 4.922 1.328
H -8.369 1.327 -0.527
H -6.633 1.133 -0.286
H -7.409 2.707 -0.014
H -7.933 0.193 1.660
H -6.881 1.525 2.143
H -12.632 1.106 3.145
H -12.969 2.738 3.675
H -10.520 1.236 4.712
H -12.101 1.162 5.514
H -11.242 2.702 5.344
H -11.867 4.126 0.746
H -10.767 4.433 -0.569
H -9.886 4.568 2.354
H -10.337 5.939 1.341
H -8.922 4.949 0.941
C 11.448 0.756 -2.064
C 10.324 0.111 -2.851
O 10.347 -1.317 -2.766
P 10.026 -2.004 -1.307
O 8.572 -1.745 -1.165
O 10.028 -3.591 -1.652
C 8.849 -4.392 -1.593
C 8.095 -4.371 -2.907
O 11.551 -1.999 -0.821
C 12.523 -3.024 -1.098
C 12.833 -3.226 -2.563
H 11.336 0.563 -0.995
H 11.450 1.837 -2.210
H 12.416 0.358 -2.367
H 9.353 0.477 -2.504
H 10.414 0.365 -3.907
H 8.213 -4.083 -0.765
H 9.176 -5.410 -1.373
H 7.970 -3.356 -3.283
H 7.112 -4.830 -2.795
H 8.653 -4.923 -3.666
H 12.227 -3.955 -0.619
H 13.432 -2.697 -0.593
H 11.956 -3.484 -3.151
H 13.559 -4.033 -2.666
H 13.254 -2.319 -2.997
```

4.
Density functional theory data (ωB97M-V/def2-TZVPD) for 4 unconnected molecules or ions with the total composition C33H61ClO12 at a distorted geometry.

- SMILES string = COCCCCCCCC[C@]1(CCCCl)OC(=O)O[C@@H]1CCCCOC(C)=O.CCOC(C)=O.CCOC(C)=O.CCOC(C)=O
- M (g/mol) = 685.3
- energy (Ha) = -2657.06611
- HOMO energy (hartree) = -0.36400
- total charge = 0

Structure (XYZ):
```
107
C33H61ClO12 | the OMol25 dataset | ωB97M-V/def2-TZVPD
C 2.596 -0.035 3.083
O 2.069 0.149 1.796
C 3.065 0.571 0.880
C 2.719 0.238 -0.542
C 2.362 -1.233 -0.757
C 0.922 -1.571 -0.435
C -0.089 -1.029 -1.469
C -1.266 -0.200 -0.925
C -2.580 -0.644 -1.579
C -3.309 -1.788 -0.879
C -3.443 -1.682 0.633
C -2.220 -2.337 1.301
C -1.907 -1.888 2.734
C -0.422 -2.040 3.085
Cl 0.306 -3.542 2.507
O -4.574 -2.548 0.974
C -5.175 -2.077 2.087
O -6.070 -2.660 2.706
O -4.645 -0.880 2.405
C -3.958 -0.377 1.205
C -5.031 0.351 0.390
C -4.638 1.722 -0.137
C -4.657 2.803 0.958
C -3.408 3.676 0.992
O -2.751 3.529 2.263
C -1.423 3.892 2.126
C -0.466 2.797 1.806
O -1.079 5.053 2.271
H 1.773 -0.274 3.742
H 3.309 -0.853 3.127
H 3.043 0.887 3.453
H 3.148 1.658 0.962
H 4.028 0.161 1.174
H 1.903 0.842 -0.920
H 3.609 0.439 -1.126
H 3.037 -1.827 -0.151
H 2.558 -1.510 -1.784
H 0.844 -2.652 -0.456
H 0.656 -1.295 0.572
H -0.455 -1.869 -2.042
H 0.462 -0.410 -2.170
H -1.311 -0.217 0.155
H -1.100 0.832 -1.217
H -3.261 0.172 -1.756
H -2.314 -1.004 -2.564
H -2.900 -2.749 -1.150
H -4.323 -1.797 -1.259
H -2.456 -3.388 1.338
H -1.353 -2.248 0.662
H -2.437 -2.539 3.413
H -2.135 -0.846 2.905
H 0.125 -1.183 2.724
H -0.339 -2.005 4.160
H -3.249 0.331 1.612
H -5.407 -0.296 -0.390
H -5.867 0.511 1.054
H -5.382 2.002 -0.868
H -3.679 1.731 -0.631
H -5.470 3.479 0.736
H -4.809 2.417 1.958
H -3.632 4.717 0.795
H -2.708 3.362 0.221
H -0.949 1.835 1.776
H 0.052 3.003 0.884
H 0.267 2.781 2.594
C -7.781 7.127 1.613
C -6.596 6.782 0.736
O -7.010 6.314 -0.551
C -7.272 7.136 -1.587
C -7.413 8.620 -1.336
O -7.446 6.659 -2.670
H -8.364 7.947 1.194
H -7.446 7.418 2.609
H -8.445 6.268 1.703
H -5.893 7.611 0.642
H -6.040 5.951 1.167
H -8.460 8.844 -1.139
H -7.105 9.145 -2.236
H -6.805 8.993 -0.514
C 3.934 -6.829 -3.496
C 3.242 -5.482 -3.474
O 3.663 -4.686 -2.366
C 4.753 -3.896 -2.404
C 5.741 -4.037 -3.535
O 4.940 -3.141 -1.489
H 5.011 -6.725 -3.625
H 3.548 -7.442 -4.312
H 3.766 -7.353 -2.555
H 3.368 -4.939 -4.411
H 2.172 -5.620 -3.332
H 6.509 -4.750 -3.245
H 6.211 -3.073 -3.695
H 5.297 -4.344 -4.480
C 8.630 -2.724 1.369
C 9.720 -3.087 0.383
O 9.181 -3.524 -0.866
C 8.850 -2.681 -1.857
C 8.777 -1.198 -1.579
O 8.544 -3.137 -2.923
H 8.032 -1.884 1.016
H 9.064 -2.457 2.333
H 7.954 -3.567 1.510
H 10.432 -2.274 0.234
H 10.290 -3.936 0.757
H 7.759 -0.955 -1.275
H 9.006 -0.669 -2.500
H 9.474 -0.852 -0.819
```